{"formula": "C6H13P", "method": "ωB97M-V/def2-TZVPD", "molar_mass_g_mol": 116.144, "lumo_energy_ev": 0.3893, "homo_lumo_gap_ha": 0.3607, "species": ["C", "C", "C", "C", "C", "C", "P", "H", "H", "H", "H", "H", "H", "H", "H", "H", "H", "H", "H", "H"], "coordinates": [[1.073679, 1.947091, -1.970709], [0.544313, -0.650252, 1.807463], [-1.169676, 0.975473, 0.698774], [-0.725278, -2.083256, -0.703657], [0.126658, 0.183682, 0.567382], [0.403020, -0.465700, -0.783937], [0.109269, 0.644684, -2.358073], [1.012096, 2.749332, -2.762773], [1.531227, 2.013763, -1.038460], [1.332663, -1.380125, 1.438812], [-0.240528, -1.248403, 2.312665], [0.913054, 0.152839, 2.489795], [-2.136748, 0.638364, 0.282305], [-1.066891, 1.922515, 0.253948], [-1.464279, 1.110081, 1.728668], [-0.900662, -1.886229, 0.331481], [-0.082561, -2.914735, -0.941782], [-1.589462, -1.918574, -1.264761], [0.879952, 1.045460, 0.746053], [1.450152, -0.836009, -0.833193]], "forces_ev_per_angstrom": [[-2.0457, -0.1490, -2.8370], [0.2099, -0.3519, -0.4539], [-1.4816, -1.0275, 0.2626], [3.5242, 3.8559, 0.4663], [1.4225, 1.8473, 0.4471], [-1.7776, -2.2194, -0.6354], [0.5389, -0.7067, 1.4247], [0.6109, -0.6311, 1.3446], [1.0720, 0.6297, 1.2019], [-0.5781, 0.9982, 0.9356], [0.2575, 0.4166, -0.3672], [0.0258, -1.3404, 0.0255], [0.6631, -0.8131, -0.3184], [0.3082, 1.3737, -0.4584], [0.3780, 0.2448, 0.6011], [-0.3829, -0.8770, 0.5602], [-0.1731, -0.2094, -0.0454], [-1.1221, 0.0116, -1.1243], [-0.7453, -1.1406, -1.0495], [-0.7044, 0.0882, 0.0200]], "lowdin_charge": [-0.3740, -0.0973, -0.1036, 0.0231, -0.5370, -0.4226, 0.8726, 0.0015, -0.0413, 0.0953, 0.0738, 0.0840, 0.0852, 0.0393, 0.0706, -0.0010, 0.0337, 0.0048, 0.1214, 0.0713]}